Record 1
Density functional theory data (the ωB97M-V functional and the def2-TZVPD basis) for a cluster of 3 separate species, C4H13NO2 in total in a non-equilibrium geometry.

Summary:
charge = +1
frontier orbital gap (alpha / beta) = 10.62 / 5.12 eV
spin multiplicity = 2
lowest unoccupied orbital energy (alpha / beta) = -3.46 / -8.80 eV
HOMO (alpha / beta) = -14.084 / -13.922 eV
relative energy (zero: lowest compared OMol25 entry of this formula, charge and spin) = 54.6 kcal/mol

Each line ends with the Löwdin spin population.
CARTESIAN COORDINATES (ANGSTROEM)
C (-0.680, 0.475, -1.591)  0.115
C (0.109, -0.083, -0.462)  0.032
C (-0.832, -0.767, 0.559)  0.014
C (-0.390, -1.445, 1.611)  0.040
N (-1.139, -0.532, -2.477)  0.671
H (-0.217, 1.250, -2.197)  0.022
H (-1.578, 0.996, -1.222)  0.056
H (0.602, 0.695, 0.125)  0.013
H (0.895, -0.799, -0.671)  -0.001
H (-1.894, -0.582, 0.410)  -0.001
H (0.660, -1.488, 1.847)  0.002
H (-1.064, -2.002, 2.244)  0.002
H (-0.933, -0.414, -3.468)  0.017
H (-0.951, -1.506, -2.214)  0.014
H (0.076, 2.692, 1.511)  0.000
H (-1.007, 1.653, 1.211)  0.000
O (-0.858, 2.492, 1.660)  0.002
H (2.713, -0.918, 1.066)  0.000
H (3.708, 0.243, 0.959)  0.000
O (2.779, 0.041, 1.100)  0.002

Record 2
Density functional theory data (the ωB97M-V functional and the def2-TZVPD basis) for a cluster of 2 separate species, C4H13NO2P in total in a non-equilibrium geometry.

Summary:
charge = +1
frontier orbital gap = 9.65 eV
lowest unoccupied orbital energy = -4.46 eV
HOMO = -14.107 eV
relative energy (zero: lowest compared OMol25 entry of this formula, charge and spin) = 7.5 kcal/mol

Each line ends with the natural charge from an NBO analysis.
CARTESIAN COORDINATES (ANGSTROEM)
C (-1.889, -1.937, -0.815)  -0.650
C (1.660, 0.457, -0.731)  -1.010
C (1.021, 2.012, 2.653)  0.117
C (-0.393, -1.608, -1.034)  -0.204
N (-0.141, 2.268, 2.166)  -0.557
O (-0.727, 0.798, 0.369)  -1.151
O (0.120, -1.985, -2.310)  -0.704
P (-0.147, 0.250, -0.902)  1.667
H (-2.522, -1.473, -1.578)  0.220
H (-2.279, -1.507, 0.132)  0.241
H (-2.090, -2.935, -0.915)  0.228
H (2.259, -0.191, -1.358)  0.280
H (2.246, 1.413, -0.748)  0.276
H (1.885, 0.074, 0.235)  0.243
H (1.547, 1.121, 2.211)  0.210
H (1.572, 2.629, 3.339)  0.226
H (0.094, -2.082, -0.102)  0.194
H (-0.552, 1.766, 1.326)  0.470
H (-0.594, 3.122, 2.431)  0.412
H (-1.016, 0.740, -2.030)  0.003
H (-0.054, -2.933, -2.339)  0.487

Record 3
Density functional theory data (the ωB97M-V functional and the def2-TZVPD basis) for a cluster of 2 separate species, C4H13NO2S in total in a non-equilibrium geometry.

Summary:
charge = 0
frontier orbital gap = 8.91 eV
lowest unoccupied orbital energy = 0.67 eV
SMILES = OCNCCCS.O
HOMO = -8.238 eV
relative energy (zero: lowest compared OMol25 entry of this formula, charge and spin) = 64.5 kcal/mol

Each line ends with the natural charge from an NBO analysis.
CARTESIAN COORDINATES (ANGSTROEM)
O (1.600, 0.052, 1.967)  -0.742
C (0.357, 0.606, 2.054)  0.091
N (-0.046, 0.607, 0.598)  -0.681
C (-0.683, -0.562, 0.203)  -0.201
C (-0.635, -0.717, -1.341)  -0.420
C (-1.363, 0.516, -1.964)  -0.508
S (-0.437, 2.139, -1.985)  -0.069
H (2.286, 0.439, 2.577)  0.479
H (0.506, 1.723, 2.275)  0.154
H (-0.322, 0.094, 2.805)  0.169
H (0.714, 1.050, 0.006)  0.396
H (-1.632, -0.478, 0.522)  0.179
H (-0.218, -1.338, 0.891)  0.140
H (0.399, -0.966, -1.766)  0.217
H (-1.236, -1.608, -1.514)  0.217
H (-1.338, 0.246, -3.043)  0.218
H (-2.350, 0.402, -1.623)  0.223
H (-1.328, 2.841, -1.136)  0.154
O (2.134, -1.987, 0.290)  -0.953
H (1.097, -1.881, 0.347)  0.469
H (2.497, -1.179, -0.161)  0.469

Record 4
Density functional theory data (the ωB97M-V functional and the def2-TZVPD basis) for a cluster of 4 separate species, C4H13NO3 in total in a non-equilibrium geometry.

Summary:
charge = -1
frontier orbital gap (alpha / beta) = 3.51 / 6.81 eV
spin multiplicity = 2
lowest unoccupied orbital energy (alpha / beta) = 3.44 / 3.41 eV
HOMO (alpha / beta) = -0.072 / -3.402 eV
relative energy (zero: lowest compared OMol25 entry of this formula, charge and spin) = 48.2 kcal/mol

Each line ends with the Löwdin spin population.
CARTESIAN COORDINATES (ANGSTROEM)
C (0.818, -2.170, 0.222)  0.017
C (0.253, -1.044, -0.609)  0.049
C (1.080, -0.152, -1.205)  0.118
C (-2.042, -0.470, -1.057)  0.366
N (-1.026, -1.299, -1.050)  0.253
H (0.326, -2.093, 1.210)  0.001
H (1.884, -2.081, 0.462)  0.004
H (0.720, -3.154, -0.220)  0.002
H (0.702, 0.515, -1.986)  0.014
H (2.087, 0.141, -0.954)  0.014
H (-2.961, -0.858, -1.528)  0.046
H (-2.231, 0.529, -0.642)  0.052
H (-0.685, -0.379, 2.561)  0.001
H (-0.146, 0.929, 2.158)  0.000
O (-0.129, 0.339, 2.915)  0.003
H (-0.432, 2.723, -1.243)  0.002
H (-1.444, 1.849, -1.821)  0.024
O (-1.384, 2.704, -1.340)  0.029
H (1.848, 0.109, 1.208)  0.000
H (2.292, 1.309, 2.086)  0.001
O (2.082, 1.033, 1.177)  0.004

Record 5
Density functional theory data (the ωB97M-V functional and the def2-TZVPD basis) for a cluster of 3 separate species, C4H13NO3 in total in a non-equilibrium geometry.

Summary:
charge = 0
frontier orbital gap = 10.03 eV
lowest unoccupied orbital energy = 0.89 eV
SMILES = CCNCC=O.O.O
HOMO = -9.146 eV
relative energy (zero: lowest compared OMol25 entry of this formula, charge and spin) = 43.4 kcal/mol

Each line ends with the natural charge from an NBO analysis.
CARTESIAN COORDINATES (ANGSTROEM)
C (0.610, 0.590, -1.930)  -0.654
C (-0.883, 0.265, -1.714)  -0.212
N (-1.013, -1.099, -1.142)  -0.623
C (-0.346, -1.323, 0.132)  -0.338
C (-1.494, -1.482, 1.121)  0.460
O (-1.652, -0.648, 1.993)  -0.579
H (0.962, 1.026, -0.986)  0.244
H (0.751, 1.236, -2.801)  0.211
H (1.215, -0.299, -2.101)  0.201
H (-1.429, 0.246, -2.658)  0.197
H (-1.284, 0.950, -0.977)  0.193
H (-0.677, -1.784, -1.806)  0.362
H (0.214, -2.258, 0.154)  0.212
H (0.309, -0.553, 0.539)  0.213
H (-2.277, -2.247, 1.055)  0.137
O (2.521, 1.209, 0.594)  -0.964
H (1.942, 1.114, 1.391)  0.499
H (2.811, 2.112, 0.613)  0.469
O (0.344, 0.977, 2.908)  -0.983
H (-0.339, 1.637, 3.107)  0.468
H (-0.287, 0.332, 2.507)  0.488

Record 6
Density functional theory data (the ωB97M-V functional and the def2-TZVPD basis) for a cluster of 3 separate species, C4H13NO3 in total in a non-equilibrium geometry.

Summary:
charge = 0
frontier orbital gap = 10.01 eV
lowest unoccupied orbital energy = 0.48 eV
SMILES = C[C@@H](N)CC=O.O.O
HOMO = -9.532 eV
relative energy (zero: lowest compared OMol25 entry of this formula, charge and spin) = 31.4 kcal/mol

Each line ends with the natural charge from an NBO analysis.
CARTESIAN COORDINATES (ANGSTROEM)
C (0.450, -2.053, -0.693)  -0.616
C (0.261, -0.790, 0.155)  -0.060
N (-1.088, -0.681, 0.722)  -0.849
C (1.357, -0.650, 1.183)  -0.527
C (1.455, 0.710, 1.843)  0.440
O (2.101, 0.871, 2.849)  -0.523
H (0.409, -2.960, -0.076)  0.200
H (1.371, -2.058, -1.274)  0.214
H (-0.412, -2.195, -1.354)  0.206
H (0.326, 0.029, -0.572)  0.194
H (-1.758, -0.762, -0.035)  0.364
H (-1.271, -1.438, 1.379)  0.361
H (2.357, -0.823, 0.781)  0.244
H (1.242, -1.368, 1.993)  0.229
H (0.973, 1.588, 1.381)  0.127
O (-1.141, 1.936, -2.700)  -0.952
H (-0.582, 2.459, -3.281)  0.482
H (-2.036, 2.269, -2.808)  0.474
O (-1.331, 2.364, 0.300)  -0.954
H (-1.051, 1.551, 0.750)  0.477
H (-1.633, 2.001, -0.543)  0.468

Record 7
Density functional theory data (the ωB97M-V functional and the def2-TZVPD basis) for a cluster of 4 separate species, C4H13NO3 in total in a non-equilibrium geometry.

Summary:
charge = 0
frontier orbital gap = 8.48 eV
lowest unoccupied orbital energy = 0.28 eV
SMILES = C=CC(=C)N.O.O.O
HOMO = -8.200 eV
relative energy (zero: lowest compared OMol25 entry of this formula, charge and spin) = 79.2 kcal/mol

Each line ends with the natural charge from an NBO analysis.
CARTESIAN COORDINATES (ANGSTROEM)
C (0.068, -2.189, 1.563)  -0.372
C (-0.314, -2.672, 0.365)  -0.209
C (-0.146, -1.994, -0.922)  0.130
C (0.108, -2.702, -2.023)  -0.472
N (-0.217, -0.601, -1.117)  -0.820
H (-0.238, -2.647, 2.463)  0.198
H (0.699, -1.316, 1.672)  0.184
H (-0.684, -3.636, 0.402)  0.213
H (0.207, -3.760, -1.900)  0.193
H (0.163, -2.352, -3.061)  0.200
H (-0.649, 0.003, -0.402)  0.374
H (-0.328, -0.322, -2.010)  0.380
O (1.392, 2.050, 1.099)  -0.936
H (1.702, 1.929, 0.192)  0.480
H (0.841, 1.421, 1.348)  0.457
O (-0.640, 2.491, -4.200)  -0.936
H (-1.505, 2.918, -4.186)  0.469
H (-0.208, 2.867, -3.370)  0.468
O (-0.293, 3.774, 4.781)  -0.931
H (-0.328, 3.422, 3.981)  0.459
H (0.370, 3.315, 5.325)  0.472

Record 8
Density functional theory data (the ωB97M-V functional and the def2-TZVPD basis) for a cluster of 4 separate species, C4H13NO3 in total in a non-equilibrium geometry.

Summary:
charge = +1
frontier orbital gap (alpha / beta) = 8.12 / 4.34 eV
spin multiplicity = 2
lowest unoccupied orbital energy (alpha / beta) = -4.69 / -8.47 eV
HOMO (alpha / beta) = -12.810 / -12.810 eV
relative energy (zero: lowest compared OMol25 entry of this formula, charge and spin) = 94.1 kcal/mol

Each line ends with the Löwdin spin population.
CARTESIAN COORDINATES (ANGSTROEM)
C (-2.871, 1.826, 1.529)  0.063
C (-1.648, 2.639, 1.163)  0.361
C (-0.923, 2.236, 0.090)  0.230
N (0.400, 2.592, -0.054)  0.271
C (0.636, 3.676, -0.673)  0.015
H (-2.459, 0.938, 1.913)  0.027
H (-3.472, 1.540, 0.683)  0.010
H (-3.501, 2.442, 2.121)  0.001
H (-1.233, 3.426, 1.855)  0.009
H (-1.224, 1.547, -0.628)  0.006
H (0.085, 4.488, -1.145)  0.006
H (1.789, 3.903, -0.602)  0.000
H (1.524, -1.689, 0.561)  0.000
H (-0.044, -1.033, 0.367)  0.000
O (0.559, -1.975, 0.329)  0.000
H (1.582, -3.399, 2.582)  0.000
H (2.594, -4.213, 3.117)  0.000
O (2.228, -3.972, 2.288)  0.000
H (1.339, -5.478, -5.248)  0.000
H (2.704, -4.735, -4.801)  0.000
O (1.933, -4.759, -5.449)  0.000

Record 9
Density functional theory data (the ωB97M-V functional and the def2-TZVPD basis) for a structure of composition C4H13NO3 in a non-equilibrium geometry.

Summary:
charge = +1
frontier orbital gap (alpha / beta) = 5.87 / 5.39 eV
spin multiplicity = 2
lowest unoccupied orbital energy (alpha / beta) = -8.31 / -8.55 eV
HOMO (alpha / beta) = -14.181 / -13.944 eV
relative energy (zero: lowest compared OMol25 entry of this formula, charge and spin) = 162.9 kcal/mol

Each line ends with the Löwdin spin population.
CARTESIAN COORDINATES (ANGSTROEM)
C (0.158, 2.437, 0.985)  0.004
C (-0.781, 1.635, 0.086)  -0.054
C (-2.134, 1.989, -0.010)  -0.293
C (-0.965, -0.361, -1.167)  0.032
N (-0.087, 0.596, -0.406)  0.256
H (0.794, 1.884, 1.693)  -0.004
H (0.798, 2.839, 0.220)  0.005
H (-0.390, 3.284, 1.366)  0.001
H (-2.546, 2.646, 0.682)  -0.015
H (-2.720, 1.697, -0.876)  -0.012
H (-1.171, -0.031, -2.145)  0.018
H (-0.344, -1.228, -1.189)  0.002
H (-0.386, -3.843, -0.679)  0.007
H (1.266, -2.922, -0.295)  0.012
O (0.106, -3.216, -0.153)  0.523
H (3.064, -3.177, -0.394)  0.003
H (1.082, 0.143, 0.733)  -0.001
O (2.404, -2.517, -0.156)  0.444
H (2.049, -1.050, 0.943)  0.001
H (-1.912, -0.561, -0.671)  0.004
O (1.714, -0.244, 1.431)  0.065

Record 10
Density functional theory data (the ωB97M-V functional and the def2-TZVPD basis) for a cluster of 4 separate species, C4H13NO6 in total in a non-equilibrium geometry.

Summary:
charge = 0
frontier orbital gap = 9.90 eV
lowest unoccupied orbital energy = 0.49 eV
SMILES = O=CCCNC(=O)O.O.O.O
HOMO = -9.415 eV
relative energy (zero: lowest compared OMol25 entry of this formula, charge and spin) = 30.8 kcal/mol

Each line ends with the natural charge from an NBO analysis.
CARTESIAN COORDINATES (ANGSTROEM)
O (2.654, -2.026, -1.251)  -0.543
C (2.225, -1.338, -0.371)  0.479
C (1.876, 0.178, -0.567)  -0.530
C (1.649, 0.935, 0.706)  -0.234
N (0.323, 0.701, 1.289)  -0.650
C (-0.847, 1.140, 0.752)  0.893
O (-1.933, 0.981, 1.294)  -0.683
O (-0.662, 1.696, -0.438)  -0.736
H (2.218, -1.608, 0.720)  0.091
H (0.990, 0.242, -1.189)  0.250
H (2.757, 0.507, -1.079)  0.232
H (1.535, 1.971, 0.361)  0.223
H (2.430, 0.849, 1.468)  0.211
H (0.271, 0.143, 2.124)  0.436
H (-1.424, 1.623, -1.052)  0.529
O (-0.178, -2.933, -1.772)  -0.946
H (0.036, -3.566, -1.060)  0.470
H (0.627, -2.938, -2.304)  0.478
O (-1.319, -0.234, 3.293)  -0.957
H (-2.143, 0.240, 3.143)  0.501
H (-1.606, -0.898, 3.932)  0.462
O (-2.537, 1.454, -2.638)  -0.945
H (-1.923, 0.793, -2.974)  0.482
H (-3.291, 0.978, -2.267)  0.488

Record 11
Density functional theory data (the ωB97M-V functional and the def2-TZVPD basis) for a cluster of 2 separate species, C4H13NOS in total in a non-equilibrium geometry.

Summary:
charge = 0
frontier orbital gap = 9.12 eV
lowest unoccupied orbital energy = 0.77 eV
SMILES = CSCCCN.O
HOMO = -8.347 eV
relative energy (zero: lowest compared OMol25 entry of this formula, charge and spin) = 15.3 kcal/mol

Each line ends with the natural charge from an NBO analysis.
CARTESIAN COORDINATES (ANGSTROEM)
C (-1.890, 2.216, 0.214)  -0.736
S (-1.928, 1.266, 1.771)  0.186
C (-0.651, 0.052, 1.456)  -0.550
C (-0.814, -0.834, 0.230)  -0.415
C (0.004, -2.115, 0.343)  -0.209
N (1.427, -1.810, 0.441)  -0.842
H (-2.870, 2.178, -0.230)  0.218
H (-1.687, 3.237, 0.513)  0.222
H (-1.161, 1.824, -0.470)  0.221
H (0.333, 0.525, 1.436)  0.215
H (-0.588, -0.597, 2.328)  0.218
H (-1.861, -1.128, 0.121)  0.207
H (-0.527, -0.330, -0.694)  0.200
H (-0.179, -2.709, -0.553)  0.194
H (-0.348, -2.665, 1.230)  0.161
H (1.686, -1.598, 1.404)  0.351
H (1.997, -2.623, 0.231)  0.358
O (3.182, 1.915, -2.950)  -0.931
H (2.257, 1.692, -3.103)  0.465
H (3.618, 1.502, -3.716)  0.466

Record 12
Density functional theory data (the ωB97M-V functional and the def2-TZVPD basis) for a cluster of 2 separate species, C4H13NOS in total in a non-equilibrium geometry.

Summary:
charge = 0
frontier orbital gap = 9.26 eV
lowest unoccupied orbital energy = 0.77 eV
SMILES = CSCCCN.O
HOMO = -8.489 eV
relative energy (zero: lowest compared OMol25 entry of this formula, charge and spin) = 51.9 kcal/mol

Each line ends with the natural charge from an NBO analysis.
CARTESIAN COORDINATES (ANGSTROEM)
C (-0.603, 3.152, -0.001)  -0.750
S (0.638, 1.889, -0.427)  0.194
C (-0.119, 0.334, 0.058)  -0.569
C (0.459, -0.729, -0.800)  -0.423
C (-0.536, -1.829, -1.286)  -0.209
N (-1.353, -2.355, -0.150)  -0.899
H (-1.644, 2.662, -0.235)  0.229
H (-0.441, 3.474, 1.052)  0.218
H (-0.374, 4.051, -0.599)  0.231
H (-0.139, 0.009, 1.108)  0.227
H (-1.246, 0.245, -0.181)  0.222
H (1.007, -0.600, -1.740)  0.232
H (1.204, -1.088, -0.137)  0.162
H (0.009, -2.716, -1.806)  0.182
H (-1.103, -1.153, -1.955)  0.199
H (-0.816, -2.871, 0.630)  0.381
H (-2.221, -2.815, -0.424)  0.374
O (0.884, -1.885, 2.533)  -0.910
H (0.928, -1.618, 1.586)  0.451
H (1.817, -1.801, 2.484)  0.457